91
Properties=species:S:1:pos:R:3:forces:R:3 method="wB97M-V/def2-TZVPD" mol_weight_g_mol=695.4 largest_force_ev_per_a=3.56 total_charge=+3 multiplicity=4 s2=3.7609 e_tot_ev=-72657.915 homo_lumo_gap_ev="5.543 / 5.369" lumo_energy_ev="-9.50 / -9.67"
Rb 4.299946 21.031731 -12.775969 0.344 -0.336 -0.597
Rb 1.101635 23.475915 -10.114666 -0.137 0.522 0.237
V 1.871264 19.329291 -10.024640 1.099 -1.203 -3.170
C 7.793310 12.694041 -7.492238 -0.286 -0.488 0.151
C 8.526254 13.256728 -8.704733 -1.218 0.274 -0.075
C 7.814959 14.505664 -9.293575 0.623 -0.994 -0.451
C 6.342020 14.247598 -9.629469 -0.220 0.990 0.315
P 5.561128 15.441776 -10.771704 1.366 -0.579 -0.208
C 3.882568 14.886890 -11.090919 0.274 0.594 -0.716
C 3.796433 13.619378 -11.955727 0.233 -0.496 0.351
C 2.361030 13.213604 -12.228349 -0.825 -0.637 0.420
C 2.262368 12.009207 -13.151321 0.226 -0.012 -0.582
C 5.561380 17.133566 -10.054910 0.265 -1.134 0.980
C 6.927775 17.820400 -10.022122 0.415 0.236 -0.756
C 6.896343 19.238569 -9.447356 -0.504 -0.017 0.245
C 6.668785 19.257463 -7.925923 -0.038 0.083 -0.389
C 6.489153 15.470201 -12.343598 -0.399 1.108 -0.548
C 5.883968 16.554487 -13.297490 -0.106 -0.396 0.662
C 6.810748 17.073074 -14.392968 0.380 -1.218 -0.256
C 8.251591 17.386381 -13.961049 -0.892 0.826 -0.111
H 8.302745 11.816204 -7.095134 0.072 0.092 0.044
H 6.806928 12.334120 -7.804555 0.073 -0.090 -0.070
H 7.570790 13.356741 -6.653006 0.475 0.334 -0.137
H 8.461315 12.483529 -9.474946 0.313 -0.016 -0.047
H 9.574984 13.503437 -8.562355 0.019 -0.073 0.271
H 8.358267 14.668028 -10.229538 0.001 0.629 0.125
H 7.920140 15.333444 -8.595855 0.019 0.174 -0.145
H 5.745486 14.359930 -8.717297 -0.109 -0.406 -0.018
H 6.178261 13.257050 -10.056496 -0.016 -0.048 0.019
H 3.470540 15.772277 -11.596987 -0.441 -0.254 -0.034
H 3.354792 14.741612 -10.147358 0.016 0.051 0.054
H 4.259305 12.793371 -11.402706 -0.136 0.024 0.173
H 4.399250 13.609807 -12.868018 -0.219 0.674 -0.147
H 1.708372 13.994841 -12.629656 0.445 0.332 -0.097
H 1.895179 12.952680 -11.269470 0.077 0.055 0.016
H 1.235858 11.703689 -13.345875 -0.062 0.137 0.128
H 2.788025 11.122557 -12.794525 0.087 0.133 0.174
H 2.697073 12.281913 -14.118195 -0.024 -0.175 -0.021
H 5.314048 16.910753 -9.006938 -0.376 0.199 -0.058
H 4.745280 17.712022 -10.489063 0.094 0.099 -0.186
H 7.365006 17.818825 -11.026638 -0.175 0.250 -0.044
H 7.658801 17.245319 -9.453143 -0.255 -0.154 0.180
H 6.113022 19.834849 -9.942402 0.114 -0.083 -0.043
H 7.843425 19.728164 -9.671743 0.043 -0.004 0.033
H 6.685733 20.275870 -7.539705 0.333 -0.009 0.051
H 7.458700 18.659982 -7.472353 -0.039 0.153 0.315
H 5.702260 18.861439 -7.600732 0.007 -0.238 -0.234
H 6.418330 14.510540 -12.852145 0.161 -0.199 0.262
H 7.539820 15.721362 -12.200181 -0.019 -0.275 0.475
H 5.561677 17.424057 -12.708428 -0.167 -0.138 0.081
H 5.006531 16.062683 -13.724528 -0.193 0.505 -0.169
H 6.326705 17.933831 -14.856869 0.148 0.102 -0.010
H 6.856743 16.303088 -15.169731 -0.010 0.135 -0.095
H 8.856271 16.523761 -13.698114 -0.068 -0.108 -0.062
H 8.210024 18.077761 -13.111860 0.314 -0.026 0.027
H 8.719901 17.913071 -14.790648 0.290 -0.075 0.113
B 3.270353 21.017242 -9.967657 0.782 1.005 0.883
H 3.874356 20.066375 -10.013795 1.041 -2.449 -0.202
H 2.640016 20.989055 -9.031797 -1.310 0.277 2.509
H 3.954242 21.917037 -10.082774 0.914 1.361 0.215
H 2.566724 21.063244 -10.825376 -2.441 -0.187 -2.540
C 0.335378 18.785699 -13.410520 0.285 0.089 0.113
C 1.614501 18.010889 -13.074054 -1.098 0.266 0.083
O 2.294915 18.500512 -11.941695 -0.170 1.186 2.859
H 0.540580 19.861251 -13.431207 -0.058 0.013 -0.206
H -0.475053 18.612478 -12.697482 0.148 -0.086 0.179
H -0.053484 18.461169 -14.375748 0.046 0.161 -0.077
H 2.302888 18.082651 -13.919783 -0.008 -0.264 -0.085
H 1.275915 16.979221 -12.931220 0.516 -0.172 -0.043
C 4.974999 20.688751 -4.184745 -0.608 -0.031 -0.127
C 3.577009 21.234035 -4.393522 0.126 -0.510 0.109
O 2.808690 21.392382 -3.485552 -0.156 -0.001 0.188
C 3.162786 21.647309 -5.784837 -0.261 0.410 -0.483
H 4.994387 20.132054 -3.251921 0.218 0.439 0.248
H 5.590429 21.591482 -4.200572 0.457 -0.310 0.238
H 5.302755 19.993201 -4.958557 -0.046 0.262 -0.283
H 2.103932 21.418591 -5.924617 0.048 -0.224 0.039
H 3.776460 21.212622 -6.575867 0.022 -0.003 0.015
H 3.213714 22.738888 -5.850765 0.253 -0.027 0.004
F 6.844107 23.365896 -5.748938 -0.112 0.108 0.335
C 6.691910 24.068883 -6.872846 0.086 -0.269 -1.020
C 7.181935 25.348154 -7.000586 0.770 1.024 0.583
C 7.160927 26.023552 -8.209347 -0.510 -0.650 -1.090
C 6.586049 25.413493 -9.332565 0.308 -0.353 0.271
C 6.070441 24.133469 -9.189555 -0.077 -0.300 0.514
C 6.143390 23.440903 -7.977606 -0.364 0.222 -0.292
H 7.691246 25.857909 -6.190279 -0.175 -0.328 0.261
H 7.632539 26.984498 -8.352086 -0.005 0.083 0.375
H 6.658065 25.847511 -10.320308 -0.178 0.283 0.100
H 5.606575 23.588801 -10.002623 0.123 0.167 -0.348
H 5.770501 22.425170 -7.936956 0.044 -0.018 0.252